Formula: C27H30CaN3O5S
Source: the Open Molecules 2025 dataset
Level of theory: the ωB97M-V functional and the def2-TZVPD basis

Geometry as XYZ:
```
67
Properties=species:S:1:pos:R:3
Ca 0.49327 -0.16870 -0.24236
O 2.50709 -0.49114 3.90835
C 1.75436 -0.49572 2.81864
O 2.17126 -0.17846 1.71766
C 0.34937 -0.92324 3.05055
C -0.18849 -1.27453 4.27094
C -1.53826 -1.62345 4.29579
C -2.27902 -1.60230 3.12963
C -1.64774 -1.23697 1.94112
N -0.36314 -0.91531 1.92587
C -2.37796 -1.15022 0.58889
O -3.54237 -1.48168 0.55189
O -1.62120 -0.71722 -0.35632
H 3.40677 -0.21997 3.66876
H 0.41620 -1.27367 5.16612
H -2.00168 -1.90336 5.23250
H -3.32967 -1.85538 3.09376
C 4.17010 -0.15332 -1.46577
C 2.93925 -1.01612 -1.54841
C 2.71880 -2.03017 -0.61534
C 1.58223 -2.83632 -0.66042
C 1.34288 -3.91032 0.36446
C 0.65128 -2.61176 -1.67808
C 0.83837 -1.61072 -2.63303
C -0.20436 -1.37195 -3.69156
C 1.98904 -0.81420 -2.55360
H 4.13768 0.49536 -0.58452
H 4.26891 0.47147 -2.35227
H 5.06754 -0.76656 -1.37552
H 3.45200 -2.19303 0.16630
H 0.50728 -3.64832 1.01758
H 2.22256 -4.07150 0.98586
H 1.08659 -4.85400 -0.11665
H -0.25258 -3.20906 -1.71788
H -1.17666 -1.17613 -3.23560
H -0.31303 -2.25152 -4.32698
H 0.06463 -0.53021 -4.32773
H 2.14848 -0.03134 -3.28812
C 3.40049 5.95003 1.92537
C 3.86235 4.53029 2.22604
C 2.86801 3.47314 1.77690
N 2.79852 3.43718 0.31177
C 1.74602 3.06427 -0.39198
S 0.26924 2.58887 0.30902
N 1.82552 3.03000 -1.76419
C 2.94042 3.04094 -2.64350
O 2.90235 2.31626 -3.60581
C 4.05501 3.98491 -2.37909
C 3.79341 5.27701 -1.92473
C 4.84134 6.17038 -1.76215
C 6.14086 5.76473 -2.03568
C 6.39988 4.47792 -2.49199
C 5.35524 3.58859 -2.68093
H 4.13203 6.68156 2.26742
H 2.45370 6.16629 2.42359
H 3.25558 6.11046 0.85467
H 4.01224 4.40240 3.29998
H 4.83747 4.33505 1.76562
H 1.86860 3.68346 2.15196
H 3.15237 2.48017 2.13327
H 3.62671 3.73737 -0.18599
H 0.99202 2.65574 -2.19716
H 2.77337 5.58317 -1.72245
H 4.64429 7.18134 -1.43084
H 6.95855 6.46125 -1.90352
H 7.41468 4.17575 -2.71359
H 5.53314 2.59334 -3.06742
```

Computed properties:
Charge: +1
HOMO (eV): -11.8
2S+1: 1
ΔE to the lowest compared entry with this formula, charge and spin (kJ/mol): 27.1
Frontier orbital gap (eV): 8.670
LUMO (eV): -3.081
Calculated total energy (a.u.): -2663.1819

Löwdin atomic charges, in units of e: 1.28 0.16 -0.44 0.00 -0.19 0.03 -0.01 0.05 -0.15 0.07 -0.61 0.09 -0.22 0.15 0.13 0.12 0.13 -0.02 -0.29 -0.05 -0.28 -0.02 -0.04 -0.30 -0.02 -0.05 0.08 0.06 0.10 0.13 0.08 0.09 0.09 0.14 0.09 0.10 0.09 0.11 -0.09 -0.23 -0.20 0.05 -0.78 0.67 0.10 -0.39 0.12 -0.18 -0.05 -0.06 -0.05 -0.05 -0.01 0.08 0.08 0.05 0.12 0.11 0.09 0.11 0.12 0.12 0.13 0.12 0.11 0.11 0.12

Formula: C36H56F9NO12P2S3
Source: the Open Molecules 2025 dataset
Level of theory: the ωB97M-V functional and the def2-TZVPD basis

Geometry as XYZ:
```
119
Properties=species:S:1:pos:R:3
C -2.04391 5.62948 2.23343
C -0.52419 5.12891 2.34655
C -0.39870 3.54446 2.69431
O -0.60081 2.83552 1.44987
C -0.29193 1.40628 1.61177
C -0.03792 0.86707 0.11435
C 1.30951 1.33150 -0.55848
C 2.38878 2.23359 0.18300
C 3.83857 1.55914 0.35280
C 3.82587 -0.01116 0.68967
S 4.75642 -0.95436 -0.65447
C 6.40812 -1.34883 0.13536
S 7.20850 -2.75911 -0.27831
N 6.88321 -0.35828 1.11203
C 7.62157 -0.96505 2.24949
C 7.98049 0.27952 3.25339
O 7.12592 1.40838 2.86232
C 7.62022 1.96979 1.60033
C 7.62277 0.76652 0.48621
C 1.50432 0.82941 -2.03759
C 2.81202 1.27008 -2.86246
C 2.32535 1.95585 -4.23056
C 1.74652 3.46281 -4.02382
F 0.35566 3.35474 -4.42040
F 1.69842 3.85383 -2.65485
C 2.38299 4.54425 -5.01115
F 1.40146 5.57631 -5.18132
F 2.54509 3.98441 -6.31918
S 3.95405 5.37400 -4.45367
F 5.38435 6.14272 -4.06369
F 3.22297 6.22339 -3.22689
F 3.60876 6.67295 -5.48510
F 4.78828 4.61559 -5.72301
F 4.42832 4.11547 -3.47341
C 0.49127 -0.08531 -2.77387
C -0.80790 -0.51524 -2.06627
C -1.07937 -0.03981 -0.58830
C -2.45414 -0.52329 0.04375
O -2.64823 -0.84053 1.24225
C -3.70046 -0.66503 -0.96263
C -5.20501 -0.35358 -0.50497
C -6.01076 0.39800 -1.70407
C -6.93486 -0.75731 -2.38332
C -6.95418 1.58091 -1.13926
C -3.43819 -1.11712 -2.29876
C -1.92967 -1.42387 -2.78343
O -1.68634 -2.27892 -3.66640
H -2.44535 5.37535 1.18903
H -2.72029 5.13595 3.03136
H -2.16041 6.76681 2.34852
H -0.02184 5.35805 1.33091
H 0.04905 5.75356 3.11830
H 0.66456 3.39906 3.10169
H -1.22369 3.28170 3.44121
H 0.68076 1.28775 2.20486
H -1.20358 0.94192 2.11407
H 2.06339 2.58414 1.23228
H 2.55243 3.21302 -0.41203
H 4.52553 1.82723 -0.53724
H 4.33114 2.08128 1.26216
H 2.79206 -0.46465 0.84604
H 4.39162 -0.16073 1.68702
H 8.59200 -1.49980 1.95385
H 6.94088 -1.68253 2.82518
H 9.05415 0.63123 3.08970
H 7.72973 -0.01742 4.32273
H 6.78999 2.68848 1.25709
H 8.63987 2.46635 1.71791
H 7.13500 1.07149 -0.49728
H 8.74542 0.53732 0.30556
H 3.44023 0.34445 -3.15504
H 3.46903 2.02604 -2.32161
H 3.26002 2.06171 -4.89759
H 1.58396 1.32499 -4.83934
H 0.71094 -0.40174 -3.84354
H -5.73628 -1.35226 -0.30010
H -5.23573 0.24812 0.47667
H -5.30457 0.87618 -2.47095
H -7.31102 -0.45571 -3.42269
H -7.85709 -0.93386 -1.71241
H -6.35711 -1.74471 -2.43126
H -7.18892 2.34978 -1.97010
H -6.35035 2.17118 -0.35085
H -7.93102 1.20890 -0.68103
H -4.28282 -1.27014 -3.06582
C -3.26774 -2.04981 3.85993
O -4.28034 -2.52518 4.73919
P -5.35311 -1.38165 5.44883
O -5.38636 -0.50456 4.19980
O -4.14752 -0.90911 6.47150
C -3.66933 -1.86983 7.40602
O -6.48041 -0.34743 6.23341
C -6.04477 0.93281 6.65873
H -2.49714 -2.82080 3.78370
H -3.68194 -1.88439 2.86822
H -2.80905 -1.13345 4.23926
H -2.70903 -2.25796 7.05954
H -4.37163 -2.69834 7.52659
H -3.52462 -1.38013 8.37111
H -5.34978 1.38121 5.94738
H -5.57385 0.85500 7.64160
H -6.92167 1.57667 6.75027
C -2.48762 -5.00186 -3.54105
O -2.69455 -5.89044 -2.44817
P -1.31697 -6.55822 -1.66207
O -0.49552 -5.28199 -1.82513
O -1.09592 -7.57208 -2.94514
C -2.10913 -8.53882 -3.19603
O -0.03040 -7.30340 -0.79865
C 1.13169 -7.69015 -1.51275
H -3.41521 -4.95488 -4.11757
H -2.26275 -3.99920 -3.17421
H -1.68705 -5.35553 -4.19560
H -2.71464 -8.20997 -4.04346
H -2.75372 -8.68167 -2.32518
H -1.63407 -9.48878 -3.44922
H 1.38859 -6.96869 -2.28959
H 0.98135 -8.67757 -1.95587
H 1.95937 -7.75639 -0.80393
```

Computed properties:
Charge: 0
HOMO (eV): -8.7
2S+1: 1
SMILES: CCCOCc1c(CCCSC(=S)N2CCOCC2)c(CCC(F)(F)C(F)(F)S(F)(F)(F)(F)F)cc2c1C(=O)C(CC(C)C)=CC2=O.COP(=O)(OC)OC.COP(=O)(OC)OC
Frontier orbital gap (eV): 5.927
LUMO (eV): -2.726
Calculated total energy (a.u.): -5138.3441

Here are the Löwdin charges for atoms 1 to 99, given in e: -0.14 -0.22 -0.22 -0.20 -0.15 0.00 -0.05 -0.15 -0.25 -0.42 0.82 -1.03 0.63 -0.24 -0.17 -0.14 -0.21 -0.15 -0.14 -0.08 -0.14 -0.07 -0.29 0.03 0.05 -0.31 0.05 0.06 1.00 -0.16 -0.15 -0.18 -0.19 -0.17 0.06 -0.01 0.02 -0.21 0.04 -0.07 -0.11 -0.38 -0.11 -0.11 0.06 -0.25 0.02 0.08 0.08 0.07 0.11 0.10 0.12 0.13 0.12 0.12 0.10 0.12 0.09 0.11 0.08 0.09 0.11 0.13 0.12 0.13 0.12 0.12 0.12 0.13 0.12 0.09 0.13 0.13 0.11 0.13 0.12 0.13 0.08 0.09 0.07 0.08 0.08 0.08 0.12 -0.14 -0.33 0.77 -0.24 -0.31 -0.12 -0.30 -0.14 0.10 0.05 0.09 0.09 0.08 0.09